C6H11ClN3O | ωB97M-V with the def2-TZVPD basis set

For the total energy, the calculation gives -934.6548 hartree. The molar mass comes out at 176.6 g/mol. Its SMILES is C[C@]1(Cl)NC=[NH+][C@@H](N)[C@@H]1C=O. As for the HOMO-LUMO gap: 9.772 eV. The calculation puts the HOMO energy at -13.858 eV.

Structure (ORCA input):
```
! wB97M-V def2-TZVPD RIJCOSX def2/J DEFGRID3
* xyz 1 1
C -0.75854 0.84487 -1.72565
C 1.96972 -0.60152 0.61736
C 0.56912 -0.06077 0.66022
C 0.50830 1.46051 0.42030
C -0.45042 -0.90724 -0.11868
C -0.27698 -2.36826 -0.02293
N -0.56956 -0.47553 -1.52685
N -0.18751 1.66463 -0.91749
N -0.30081 2.01974 1.42762
O 2.97122 0.01942 0.44038
Cl -2.19863 -0.67655 0.61335
H -1.34285 1.09036 -2.65298
H 1.97039 -1.69942 0.79062
H 0.39604 -0.25873 1.70666
H 1.53680 1.78406 0.41200
H -1.14643 -2.81538 -0.51973
H -0.41455 -2.51555 1.11365
H 0.59754 -2.68910 -0.51966
H -1.04527 -1.23700 -1.95778
H -0.20171 2.74294 -1.05040
H -0.38842 3.07635 1.46781
H -1.23744 1.60216 1.34216
*
```